The following is a DFT calculation (ωB97M-V/def2-TZVPD) of C4H6F10InN3O14S6 as an isolated structure in a non-equilibrium geometry.

Computed properties:
Spin multiplicity   2
LUMO energy (spin up / spin down)   -9.281 / -9.143 eV
Orbital gap (spin up / spin down)   5.07 / 5.17 eV
Net charge   +1
E_HOMO (spin up / spin down)   -14.351 / -14.315 eV

```
44
Properties=species:S:1:pos:R:3:forces:R:3:mulliken_spin:R:1
In 1.246065 -0.591078 -0.243761 -0.265 0.491 0.521 0.017
C -3.598610 -0.079483 1.344973 -1.381 -1.319 -0.712 0.021
F -4.020731 0.961898 0.637489 0.190 -0.441 0.403 0.005
F -2.917857 0.297458 2.369804 1.121 0.488 0.548 0.002
F -4.625710 -0.820729 1.790386 0.588 0.533 -0.770 0.008
S -2.587287 -1.324843 0.196752 1.088 -3.045 3.606 -0.004
O -1.638521 -2.088628 1.016054 -1.177 1.851 -1.169 0.001
O -3.544067 -2.097290 -0.553559 1.021 1.018 0.363 0.000
N -1.598699 -0.199779 -0.691421 -1.883 -1.430 0.706 0.429
S -2.501158 -0.104208 -1.969269 -1.977 2.470 -5.170 -0.092
O -1.987342 -0.926169 -3.087838 -0.976 0.581 2.266 0.264
O -3.988051 0.033858 -1.812873 2.943 -0.627 -0.108 0.324
C -2.138243 1.646012 -2.513261 -0.664 -0.387 0.762 0.013
F -2.848570 1.874396 -3.582609 -0.427 0.265 -0.247 0.003
F -2.484012 2.480833 -1.513099 0.332 -0.347 -0.718 0.001
F -0.875317 1.737310 -2.806412 1.172 0.384 0.079 0.002
N 3.375302 0.891769 1.210636 0.614 0.395 1.487 -0.514
S 4.248014 2.153891 1.020481 -1.786 9.421 -5.508 0.087
O 5.466736 1.840498 0.432358 2.584 -1.492 -1.013 -0.293
O 4.260167 3.273512 1.931988 -0.343 -2.128 -0.068 -0.179
F 3.426227 2.824090 -0.224597 0.444 -1.127 1.214 0.004
S 4.138137 0.671978 2.669557 -2.101 -6.933 8.801 0.039
O 3.553713 1.360414 3.829639 0.902 -0.564 -3.428 -0.102
O 5.518242 0.300251 2.711661 -1.199 1.108 -1.123 -0.045
F 3.362439 -0.794782 2.806222 0.976 1.465 -0.323 0.002
N 0.605966 -2.848358 -1.701116 -1.596 -2.939 2.794 0.310
S 0.727576 -3.168371 -3.146153 0.793 5.438 -9.097 -0.102
O -0.489841 -3.519155 -3.925020 1.842 -0.524 1.617 0.469
O 1.956943 -3.722049 -3.615652 -0.720 -0.260 0.314 0.284
F 0.795971 -1.578377 -3.560560 0.534 -1.484 0.135 -0.005
S -0.019811 -4.415852 -1.391132 -1.891 -6.693 6.145 -0.017
O 0.759492 -5.629567 -1.773926 -1.180 4.542 0.462 0.021
O -1.447753 -4.554859 -1.488348 1.625 1.447 -0.638 0.041
F 0.163352 -4.271763 0.224811 0.515 0.073 -1.970 -0.001
C 0.019799 1.887542 2.209697 1.008 0.187 1.112 0.003
C -0.470646 2.443023 0.887356 0.501 0.272 2.000 0.000
O 0.500281 2.262515 -0.109241 0.090 -1.045 -0.942 0.002
O 0.140571 0.452738 2.258808 -0.476 0.192 -1.037 0.002
H -0.582711 2.255495 3.040171 -0.526 -0.142 -0.140 0.000
H 1.017802 2.242425 2.466881 0.200 0.544 -0.363 0.002
H -0.508592 3.525926 1.005659 -0.920 -0.046 0.402 0.000
H -1.449689 1.984211 0.749339 0.074 0.220 -0.945 -0.005
H 0.864039 3.133348 -0.285115 0.278 -0.158 -0.341 0.000
H 0.176383 0.199951 3.184241 0.052 -0.256 0.092 0.000
```
Positions in Å, forces in eV/Å.

---

The following is a DFT calculation (ωB97M-V/def2-TZVPD) of C4H6F12MgN2O11S4 as an isolated structure in a non-equilibrium geometry.

Computed properties:
Spin multiplicity   1
LUMO energy   -0.871 eV
ΔE to the lowest compared entry with this formula, charge and spin   0.0 kcal per mole
Orbital gap   10.36 eV
E_HOMO   -11.228 eV

```
40
Properties=species:S:1:pos:R:3:forces:R:3:lowdin_charge:R:1
Mg 0.168181 -0.568495 -0.019975 -0.518 -0.321 -0.285 0.540
C -1.661544 -3.024925 2.264471 0.099 0.189 -0.460 -0.678
F -1.159080 -2.489333 3.354115 0.049 0.160 0.556 0.167
F -0.629017 -3.482197 1.528722 -0.097 -0.176 0.059 0.108
F -2.454756 -4.032172 2.570116 -0.079 -0.049 -0.008 0.177
S -2.569843 -1.757971 1.259523 -0.111 -0.732 -1.108 0.668
O -2.770131 -2.410073 -0.018752 0.831 0.173 0.277 -0.278
O -3.765135 -1.439662 1.954020 0.183 0.257 0.385 -0.229
N -1.422625 -0.559907 1.154437 -2.849 -0.899 1.123 -0.329
S -1.843448 0.709580 2.119503 1.782 1.158 -0.338 0.610
O -2.381685 0.347899 3.359818 -1.096 -0.715 1.449 -0.233
O -0.692977 1.559297 2.165751 0.147 0.089 -0.825 -0.263
C -3.170523 1.628628 1.173713 0.491 -0.917 -0.365 -0.692
F -3.094048 2.878730 1.535363 -0.032 0.850 0.106 0.187
F -2.932848 1.496950 -0.131238 -0.344 0.054 0.108 0.132
F -4.371016 1.155024 1.444716 -0.199 0.031 0.056 0.164
C 3.642392 0.024735 -1.267955 -1.166 -0.013 0.952 -0.675
F 4.666325 -0.052778 -2.053369 0.895 -0.059 -0.549 0.201
F 3.568212 -1.097593 -0.518998 0.084 0.069 -0.133 0.112
F 3.773584 1.049066 -0.419776 0.184 -0.014 -0.161 0.137
S 2.095874 0.227112 -2.289898 -0.713 -1.019 0.999 0.670
O 2.509468 1.074989 -3.343697 -0.134 0.670 -0.080 -0.229
O 1.639894 -1.090121 -2.628527 0.176 -0.164 0.149 -0.272
N 1.028815 0.813236 -1.086853 2.129 1.382 -3.054 -0.320
S 0.332600 2.204517 -1.607385 -0.385 0.061 0.516 0.603
O -0.068687 2.132470 -2.966049 0.324 -0.020 -0.689 -0.238
O -0.631148 2.585418 -0.643574 -0.356 0.025 0.776 -0.248
C 1.632470 3.511542 -1.388096 -0.911 0.122 0.282 -0.685
F 2.764884 3.249185 -1.984706 0.682 0.112 -0.118 0.162
F 1.119750 4.640021 -1.870685 0.099 0.029 -0.033 0.158
F 1.829144 3.657487 -0.075475 0.255 -0.042 -0.116 0.144
O -1.151796 -1.158202 -1.677951 0.111 -0.315 -0.090 -0.059
H -1.802766 -1.857154 -1.482000 -0.110 0.331 0.260 0.046
H -1.205258 -0.979953 -2.623465 0.281 0.181 0.079 0.095
O 1.025480 -2.354123 -0.278094 0.192 -0.690 0.127 -0.035
H 1.694702 -2.809863 0.241843 -0.028 0.012 -0.015 0.099
H 0.883001 -2.898551 -1.064162 -0.049 0.333 -0.103 0.108
O 1.467557 -0.291644 1.569208 0.520 -0.455 0.258 -0.026
H 1.942588 -1.061990 1.902186 -0.026 0.130 0.154 0.092
H 1.993400 0.470811 1.843158 -0.308 0.184 -0.141 0.108
```
Positions in Å, forces in eV/Å.

---

The following is a DFT calculation (ωB97M-V/def2-TZVPD) of C4H6F12NaO3P2 as an isolated structure in a non-equilibrium geometry.

Computed properties:
Spin multiplicity   1
LUMO energy   1.649 eV
ΔE to the lowest compared entry with this formula, charge and spin   0.0 kcal per mole
Orbital gap   10.05 eV
Net charge   -1
E_HOMO   -8.398 eV

```
28
Properties=species:S:1:pos:R:3:forces:R:3:lowdin_charge:R:1
Na -1.734274 1.173276 -1.093411 0.729 -0.795 -0.511 0.661
P 1.800386 2.302972 -2.232476 1.099 0.864 -4.078 0.306
F 3.156341 2.668387 -1.390124 -0.675 -1.077 0.062 -0.188
F 1.132982 1.502378 -0.986625 -0.091 0.768 -0.477 -0.161
F 1.274303 3.820484 -1.800234 -1.065 -1.531 0.597 -0.214
F 0.417325 2.034957 -3.234262 1.193 0.834 2.292 -0.240
F 2.434517 3.068083 -3.542900 0.109 -0.058 0.243 -0.213
F 2.457424 0.924754 -2.884404 -0.710 0.844 1.647 -0.185
P -0.861475 -1.699887 -2.682306 0.531 -0.657 1.181 0.230
F -2.376991 -1.401600 -2.034517 0.729 0.073 -0.628 -0.205
F -1.062527 -3.330737 -2.390192 0.127 1.354 0.415 -0.201
F -1.431398 -1.955868 -4.128578 -0.746 0.574 -0.559 -0.129
F 0.622796 -1.958142 -3.200752 0.086 0.028 0.036 -0.135
F -0.685441 -0.063861 -2.956645 -0.885 -1.266 0.299 -0.208
F -0.257756 -1.443017 -1.163853 -0.442 -0.207 -0.226 -0.192
C 0.398072 -1.562256 3.645142 -1.223 0.549 0.752 0.000
C -0.434828 -0.260031 3.331362 -0.240 -2.637 1.729 -0.319
C 0.172721 0.510708 2.258904 0.448 1.440 -0.698 -0.084
O -0.877085 0.624992 1.294213 0.075 0.769 -1.885 0.049
C -1.936204 -0.129610 1.563620 -1.073 -1.278 0.891 -0.485
O -2.931955 -0.294584 0.860509 2.770 0.885 1.791 0.135
O -1.696210 -0.669849 2.817065 -1.747 -0.436 -1.458 0.072
H -0.120041 -2.194355 4.366326 -0.357 0.148 0.053 0.075
H 1.353874 -1.376601 4.135118 0.186 0.320 -0.515 0.083
H 0.465457 -2.175906 2.746815 0.342 0.326 -0.152 0.097
H -0.693122 0.371538 4.181363 0.418 -0.314 0.373 0.154
H 1.057876 -0.002616 1.883264 -0.151 0.473 -0.615 0.151
H 0.355232 1.516389 2.637577 0.564 0.009 -0.560 0.148
```
Positions in Å, forces in eV/Å.